This record from the OMol25 dataset describes one molecule with the formula C3H6N2OS at a distorted geometry. The level of theory is ωB97M-V/def2-TZVPD.

Last column: natural (NBO) charge in e.
Geometry (Å):
C1 0.396 -0.638 -0.246  0.14
C2 -0.162 0.746 -0.040  -0.17
C3 -2.234 -0.226 0.087  -0.22
H1 2.631 0.855 -0.327  0.33
H2 3.400 -0.626 -0.275  0.36
H3 -0.140 0.823 1.143  0.19
H4 0.282 1.585 -0.538  0.22
H5 -3.196 -0.406 -0.369  0.22
H6 -2.370 -0.016 1.149  0.18
N1 2.557 -0.232 0.119  -0.65
N2 1.550 -1.145 -0.210  -0.26
O1 -1.530 0.962 -0.372  -0.51
S1 -1.184 -1.682 -0.120  0.16

Calculated values
HOMO level	-8.59	eV
multiplicity	1
E_tot	-19068.2904	eV
F_max	0.0786	Eh/bohr

This record from the OMol25 dataset describes a 2-piece molecular cluster, C3H6N2OS overall at a distorted geometry. The level of theory is ωB97M-V/def2-TZVPD.

Last column: natural (NBO) charge in e.
Geometry (Å):
C1 1.047 -0.972 0.214  -0.19
C2 -3.748 -0.405 0.004  0.25
C3 1.179 0.476 0.664  -0.62
N1 -0.065 -1.450 -0.013  0.04
N2 -1.192 -1.706 -0.056  -0.11
O1 -4.758 -0.264 0.541  -0.51
S1 -2.657 0.847 -0.424  -0.02
H1 1.863 -1.663 0.157  0.22
H2 -3.535 -1.337 -0.547  0.15
H3 1.550 0.454 1.707  0.22
H4 0.282 0.990 0.688  0.22
H5 2.032 1.058 0.057  0.22
H6 -3.011 1.911 0.264  0.14

Calculated values
HOMO level	-8.43	eV
multiplicity	1
E_tot	-19068.0503	eV
F_max	0.1042	Eh/bohr

This record from the OMol25 dataset describes one molecule with the formula C3H6N2OS at a distorted geometry. The level of theory is ωB97M-V/def2-TZVPD.

Last column: natural (NBO) charge in e.
Geometry (Å):
C1 -2.220 1.279 0.053  -0.68
C2 -0.835 0.596 -0.213  0.30
C3 2.222 -0.613 0.138  0.34
H1 -2.949 0.331 0.313  0.24
H2 -2.564 2.059 -0.544  0.24
H3 -2.023 1.735 0.974  0.22
H4 3.377 -0.813 -0.257  0.20
H5 0.283 -1.584 -0.216  0.42
H6 1.570 -2.832 -0.507  0.42
N1 1.790 0.483 0.606  -0.71
N2 1.381 -1.719 -0.161  -0.88
O1 -0.293 0.161 -1.272  -0.60
S1 0.260 0.918 1.087  0.49

Calculated values
HOMO level	-8.71	eV
multiplicity	1
E_tot	-19068.4750	eV
F_max	0.1081	Eh/bohr